(1)
80
Properties=species:S:1:pos:R:3:lowdin_charge:R:1 method="wB97M-V/def2-TZVPD" total_charge=+1 lumo_ev=-2.1 fmax_ev_per_a=3.7 de_lowest_ev=1.205 gap_ha=0.3425
O -0.46024 0.14152 1.19296 0.17
H -0.39882 -0.29460 2.04597 0.05
H -1.32464 -0.02083 0.80816 0.03
H 0.23803 -0.08639 0.57485 0.04
C -3.94699 -0.37126 0.61803 -0.70
O -2.76682 -0.51451 0.25392 -0.01
N -4.92038 -1.18760 0.31840 0.19
N -4.30587 0.58051 1.42544 0.20
H -5.80307 -0.71125 0.19980 0.13
H -4.66516 -1.90142 -0.34900 0.13
H -3.63588 1.30181 1.65112 0.13
H -5.27906 0.76359 1.62413 0.13
C -0.38010 3.45032 -3.06573 -0.06
C -0.01770 2.81096 -1.76057 -0.43
C 0.96372 3.55209 -0.82493 -0.17
O 2.17718 4.07418 -1.38210 -0.19
C 2.35190 5.41473 -1.57124 -0.14
N -1.18135 2.49169 -0.91435 0.05
H 0.52975 3.60782 -3.64493 0.08
H -0.86602 4.42600 -3.06015 0.09
H -0.91722 2.71627 -3.66637 0.08
H 0.44415 1.85248 -1.99741 0.12
H 1.24006 2.98030 0.06095 0.09
H 0.43477 4.38100 -0.35460 0.12
H 1.96894 5.57177 -2.57959 0.08
H 3.41659 5.57340 -1.74259 0.09
H 1.93049 6.14674 -0.88228 0.09
H -1.90055 3.20056 -0.93341 0.07
H -1.58825 1.77771 -1.50151 0.06
C 2.93546 1.20434 0.75100 -0.04
C 2.68449 0.28542 -0.42524 -0.40
C 3.98873 -0.41333 -0.98076 -0.17
O 3.72881 -0.66478 -2.36007 -0.19
C 4.72536 -1.44017 -2.92617 -0.12
N 1.67625 -0.68929 -0.17169 0.05
H 1.96251 1.46581 1.16704 0.05
H 3.62201 2.01628 0.51121 0.10
H 3.38481 0.66091 1.58217 0.08
H 2.27690 0.83527 -1.27354 0.13
H 4.28168 -1.27359 -0.37891 0.12
H 4.91068 0.16804 -0.97060 0.13
H 4.36873 -1.97371 -3.80722 0.09
H 5.32409 -1.98271 -2.19455 0.09
H 5.40378 -0.69630 -3.34391 0.09
H 2.09011 -1.41909 0.39064 0.11
H 1.50930 -1.26750 -0.98280 0.06
C -2.44314 -1.36368 5.19677 -0.05
C -1.97031 -0.49444 4.01998 -0.40
C -1.33732 0.80949 4.45314 -0.20
O -1.20399 1.51808 3.23802 -0.23
C -0.54618 2.80689 3.47917 -0.04
N -1.05409 -1.32887 3.25341 0.05
H -1.64257 -1.72437 5.84259 0.08
H -2.89188 -2.30622 4.88312 0.08
H -3.14806 -0.87379 5.86847 0.08
H -2.80962 -0.23403 3.37513 0.12
H -0.32081 0.62315 4.79965 0.14
H -1.95518 1.31426 5.19580 0.14
H -0.48435 3.40701 2.57135 0.09
H 0.49114 2.53532 3.67493 0.08
H -0.90279 3.30479 4.38084 0.09
H -1.64342 -2.06953 2.90099 0.09
H -0.40779 -1.82518 3.85013 0.11
C -1.92633 -4.34115 -1.51706 -0.04
C -0.57919 -3.63981 -1.01816 -0.36
C 0.37751 -3.25003 -2.16978 -0.23
O 0.72402 -4.32586 -3.03506 -0.18
C 1.23507 -3.78372 -4.29709 -0.06
N -1.00732 -2.41848 -0.28215 0.03
H -2.46706 -3.58346 -2.08417 0.07
H -2.59020 -4.59573 -0.69089 0.06
H -1.80734 -5.24156 -2.11974 0.07
H 0.03338 -4.25446 -0.35856 0.13
H 1.29168 -2.96046 -1.65155 0.10
H 0.00361 -2.35330 -2.66392 0.12
H 0.38449 -3.45269 -4.89294 0.09
H 1.61155 -4.64482 -4.84925 0.09
H 1.95227 -2.98867 -4.09310 0.07
H -1.49753 -2.85500 0.48548 0.06
H -1.67940 -1.95290 -0.87511 0.05


(2)
90
Properties=species:S:1:pos:R:3:lowdin_charge:R:1 method="wB97M-V/def2-TZVPD" total_charge=-1 lumo_ev=2.3 fmax_ev_per_a=8.2 de_lowest_ev=3.959 gap_ha=0.3311
B 11.81365 15.85378 18.29561 -1.51
F 10.53845 15.86719 17.89566 0.18
F 12.46611 14.66547 18.06542 0.15
F 12.54553 16.77674 17.63717 0.18
F 11.85515 16.17857 19.63254 0.13
C 9.75193 16.32392 14.25511 -0.07
C 10.12228 17.51532 13.41873 -0.46
C 10.34634 17.08698 11.94499 -0.16
O 11.58201 16.38064 11.88642 -0.19
C 11.93724 15.92248 10.67293 -0.17
N 9.14943 18.51633 13.59695 0.05
H 10.41782 15.50151 13.99373 0.07
H 8.73863 15.92392 14.21869 0.09
H 10.00460 16.47737 15.30426 0.07
H 11.04840 17.85792 13.88028 0.14
H 10.33922 17.92921 11.25311 0.12
H 9.63049 16.36571 11.55073 0.13
H 12.85916 15.34103 10.66453 0.08
H 12.03035 16.73941 9.95735 0.09
H 11.15927 15.33505 10.18528 0.08
H 8.32668 18.12102 13.16463 0.08
H 9.39050 19.30934 13.01978 0.07
C 15.24362 15.54174 15.58199 -0.07
C 15.38677 16.28979 14.25566 -0.44
C 15.20504 15.45516 12.88508 -0.13
O 16.38263 14.70403 12.51301 -0.20
C 16.26321 14.17860 11.23200 -0.14
N 14.40447 17.24535 14.39980 0.02
H 16.02066 14.79549 15.74754 0.08
H 14.27446 15.06132 15.71625 0.08
H 15.33453 16.29104 16.36837 0.07
H 16.29199 16.89652 14.27908 0.14
H 14.99667 16.10519 12.03529 0.10
H 14.32549 14.81970 12.98837 0.12
H 15.50300 13.39772 11.25187 0.09
H 17.19253 13.77786 10.82720 0.09
H 15.93502 15.03787 10.64715 0.08
H 14.44937 17.40521 15.39606 0.06
H 13.54777 16.75265 14.19143 0.07
C 6.57772 16.99558 18.60918 -0.07
C 7.31801 17.04993 17.27926 -0.33
O 6.35245 17.11282 16.26074 -0.09
H 7.32375 17.07814 19.39957 0.07
H 5.91200 16.13988 18.72193 0.08
H 5.89233 17.84000 18.68177 0.07
H 7.86378 16.12004 17.11945 0.09
H 8.07473 17.81284 17.09640 0.09
H 5.88626 17.93543 16.42682 0.07
C 10.26140 11.00545 19.61001 -0.10
C 11.49413 11.72660 19.38317 -0.37
O 12.56179 10.83166 19.61328 -0.07
H 9.50766 11.75907 19.38195 0.06
H 10.13788 10.67376 20.64095 0.08
H 10.10225 10.17127 18.92671 0.09
H 11.51515 12.62088 20.00599 0.09
H 11.65548 12.16768 18.39955 0.10
H 13.01066 10.69024 18.77655 0.08
C 8.13115 14.92423 22.37649 -0.08
C 9.18704 15.10892 21.30553 -0.35
O 9.96951 16.22252 21.57990 -0.06
H 7.54809 14.02564 22.17482 0.07
H 7.42188 15.75189 22.38225 0.07
H 8.65278 14.76122 23.31959 0.08
H 8.76306 15.21291 20.30676 0.10
H 9.77319 14.19094 21.34860 0.10
H 10.27073 16.60513 20.75257 0.05
C 15.11276 14.25022 20.53532 -0.79
O 16.06605 13.73053 21.13752 -0.02
N 13.89988 14.09426 20.81569 0.20
N 15.24799 14.97240 19.44339 0.18
H 13.63286 13.61943 21.66619 0.14
H 13.15746 14.52659 20.28464 0.08
H 14.35465 15.09249 18.98773 0.08
H 16.16065 14.97286 19.01076 0.12
C 9.28792 13.09761 16.53323 -0.84
O 8.73153 12.15356 16.05009 0.04
N 10.46266 13.57299 16.24941 0.18
N 8.90554 13.65386 17.59452 0.18
H 11.11034 13.06616 15.66313 0.13
H 10.81305 14.42409 16.66530 0.07
H 9.50508 14.33883 18.03208 0.08
H 8.05819 13.37801 18.06991 0.13
C 10.75107 19.20418 19.72546 -0.82
O 10.14616 20.06631 20.36696 -0.01
N 10.34260 18.70872 18.60766 0.21
N 11.82504 18.76538 20.21277 0.19
H 10.99951 18.06241 18.19433 0.08
H 9.54174 19.12737 18.15658 0.12
H 12.26728 17.90081 19.93517 0.09
H 12.31475 19.15556 21.00526 0.13


(3)
78
Properties=species:S:1:pos:R:3:lowdin_charge:R:1 method="wB97M-V/def2-TZVPD" total_charge=0 lumo_ev=0.2 fmax_ev_per_a=2.6 de_lowest_ev=4.103 gap_ha=0.3752 smiles=CC(C)O.CC(C)O.CC(C)O.CC(C)O.CO.CO.CO.CO.CO
C -3.25712 -37.15854 6.55273 -0.05
C -3.23676 -35.62797 6.25753 -0.53
C -1.86508 -35.01616 6.28158 -0.07
O -3.89602 -35.46685 5.04830 -0.03
H -2.68752 -37.48564 7.42259 0.07
H -2.88693 -37.79840 5.75170 0.08
H -4.28269 -37.48310 6.72859 0.07
H -3.77117 -35.20090 7.10612 0.13
H -1.90841 -33.94104 6.10737 0.08
H -1.22569 -35.45525 5.51575 0.08
H -1.35985 -35.20667 7.22844 0.08
H -4.22981 -34.56741 5.01374 0.09
C -4.66407 -27.98102 -6.85034 -0.05
C -3.97176 -29.35312 -7.19577 -0.47
C -2.58349 -29.51387 -6.45358 -0.05
O -4.80528 -30.40100 -6.75620 -0.06
H -4.16693 -27.06881 -7.18025 0.07
H -4.65395 -27.95932 -5.76061 0.07
H -5.68720 -27.91963 -7.22121 0.07
H -3.83862 -29.49380 -8.26842 0.12
H -2.09550 -30.39880 -6.86210 0.07
H -2.71606 -29.59401 -5.37464 0.08
H -1.92165 -28.67205 -6.65704 0.07
H -4.28320 -31.20222 -6.84018 0.08
C 1.56436 -43.22695 0.06412 -0.05
C 1.41863 -41.81651 0.55559 -0.54
C 2.67022 -40.98277 0.69437 -0.06
O 0.60949 -41.12033 -0.34989 -0.05
H 0.62582 -43.78026 0.03098 0.08
H 2.26499 -43.74851 0.71618 0.08
H 2.04826 -43.21637 -0.91252 0.08
H 0.89829 -41.80494 1.51330 0.13
H 3.43395 -41.43088 1.33000 0.08
H 2.40427 -40.00696 1.10075 0.08
H 3.19309 -40.86488 -0.25475 0.09
H 0.50322 -40.23177 -0.00237 0.09
C -0.18103 -28.16514 1.22680 -0.05
C 1.24011 -28.23831 0.65614 -0.50
C 1.87595 -29.59536 0.42522 -0.05
O 1.38909 -27.45271 -0.53387 -0.06
H -0.61758 -27.16709 1.26438 0.08
H -0.26556 -28.66483 2.19184 0.08
H -0.79222 -28.79863 0.58396 0.07
H 1.87788 -27.69144 1.35060 0.12
H 1.14048 -30.15223 -0.15537 0.08
H 2.03382 -30.18491 1.32832 0.08
H 2.78999 -29.54439 -0.16642 0.08
H 1.00610 -26.58274 -0.39942 0.08
C 2.72482 -35.93290 -5.23100 -0.18
O 3.94328 -36.36563 -5.79386 -0.11
H 2.07645 -35.34550 -5.88113 0.07
H 2.06278 -36.78971 -5.10580 0.07
H 2.88942 -35.36162 -4.31742 0.08
H 3.69122 -36.92694 -6.53076 0.07
C -8.78476 -37.99008 0.81902 -0.14
O -9.90648 -38.91577 0.60196 -0.13
H -8.37626 -37.61586 -0.11971 0.07
H -9.03934 -37.12938 1.43747 0.07
H -7.94980 -38.42528 1.36814 0.07
H -10.36927 -38.69108 -0.20856 0.06
C -9.76427 -31.96228 -2.35470 -0.19
O -8.40607 -31.68695 -2.26005 -0.12
H -9.99638 -33.02558 -2.41498 0.07
H -10.30300 -31.52924 -1.51189 0.08
H -10.10580 -31.44436 -3.25092 0.08
H -7.93726 -31.72919 -3.09674 0.08
C -2.36353 -35.85032 -9.40534 -0.18
O -2.87468 -35.67883 -8.11065 -0.12
H -2.21563 -36.90554 -9.63501 0.07
H -3.05542 -35.41128 -10.12411 0.08
H -1.33000 -35.51539 -9.49333 0.07
H -2.97263 -36.54209 -7.70225 0.07
C -2.44892 -34.90337 -0.78009 -0.18
O -1.88970 -35.74660 0.19986 -0.12
H -2.47790 -33.84387 -0.52568 0.07
H -1.89879 -35.08053 -1.70426 0.08
H -3.49436 -35.19547 -0.87926 0.07
H -2.55665 -35.71651 0.88970 0.07


(4)
91
Properties=species:S:1:pos:R:3:lowdin_charge:R:1 method="wB97M-V/def2-TZVPD" total_charge=0 lumo_ev=0.3 fmax_ev_per_a=7.7 de_lowest_ev=6.125 gap_ha=0.3562 smiles="COC[C@H](C)N.COC[C@H](C)N.COC[C@H](C)N.NC(N)=O.NC(N)=O.NC(N)=O.NC(N)=O.NC(N)=O"
C -6.91226 -1.56599 8.52121 -0.13
O -7.39130 -0.86572 7.37239 -0.20
C -7.16775 -1.66521 6.17414 -0.16
C -8.04071 -0.93211 5.04559 -0.44
C -8.01580 -1.68345 3.75015 -0.08
N -7.73539 0.47582 4.87663 0.05
H -7.43673 -2.50323 8.70725 0.08
H -6.92456 -1.01734 9.46298 0.08
H -5.87434 -1.89007 8.44511 0.08
H -6.11575 -1.58767 5.89959 0.12
H -7.23064 -2.73913 6.34983 0.11
H -9.08481 -1.00989 5.34875 0.13
H -7.75748 -2.73774 3.84938 0.08
H -7.47854 -1.19747 2.93574 0.07
H -9.00612 -1.69624 3.29494 0.07
H -7.50628 0.83994 5.79043 0.06
H -6.86802 0.51736 4.36083 0.07
C 1.78519 6.93830 -0.15079 -0.09
O 1.24575 6.02591 0.81563 -0.21
C 0.47432 6.56568 1.89929 -0.19
C 1.27783 7.57822 2.76463 -0.39
C 2.14710 6.72190 3.77291 -0.06
N 0.37179 8.43763 3.58210 0.02
H 2.50614 7.59973 0.32967 0.07
H 0.88359 7.45425 -0.48094 0.09
H 2.30040 6.50109 -1.00607 0.09
H -0.31589 7.14997 1.42783 0.10
H -0.05836 5.80603 2.47139 0.13
H 1.87607 8.25783 2.15770 0.11
H 1.58795 5.97026 4.33014 0.07
H 2.75613 7.32958 4.44216 0.07
H 2.80679 6.09254 3.17559 0.07
H 0.12412 7.82142 4.34307 0.05
H -0.56090 8.55176 3.21175 0.06
C 1.23112 -3.54393 -1.09988 -0.09
O -0.04909 -3.13866 -1.60244 -0.20
C -0.04217 -2.17975 -2.65349 -0.20
C -0.19398 -0.76192 -2.09430 -0.44
C -1.60150 -0.54573 -1.45576 -0.05
N 0.00308 0.34055 -3.06605 0.02
H 1.92785 -3.68602 -1.92601 0.08
H 1.14172 -4.44289 -0.48997 0.09
H 1.65818 -2.79690 -0.43081 0.08
H 0.78088 -2.40547 -3.33154 0.12
H -0.95611 -2.18201 -3.24748 0.12
H 0.57051 -0.69582 -1.32016 0.12
H -2.33499 -0.40344 -2.24939 0.08
H -1.68885 0.27421 -0.74290 0.07
H -1.69725 -1.47210 -0.88938 0.07
H 0.92338 0.24685 -3.47147 0.06
H -0.07373 1.20468 -2.54888 0.07
N 6.40900 -3.70612 -6.41023 0.18
C 6.93484 -2.65802 -5.97799 -0.88
N 7.71935 -2.91926 -5.01428 0.16
O 6.73064 -1.52663 -6.34639 0.04
H 6.79799 -4.58322 -6.09483 0.12
H 5.74208 -3.59892 -7.16112 0.14
H 7.92241 -3.83231 -4.63321 0.12
H 7.95042 -2.11366 -4.45061 0.13
N 6.88094 4.30202 -8.89638 0.16
C 5.72757 4.84840 -8.79353 -0.80
N 4.96180 4.17903 -7.98882 0.16
O 5.46868 5.92269 -9.33590 0.01
H 7.53047 4.86970 -9.42170 0.13
H 7.13677 3.54453 -8.27923 0.12
H 4.06263 4.47172 -7.63397 0.12
H 5.32011 3.34281 -7.55011 0.11
N 6.80075 -5.52091 4.49190 0.16
C 7.83066 -6.31091 4.25702 -0.85
N 8.89539 -5.94587 4.88542 0.16
O 7.79763 -7.18298 3.48331 0.09
H 5.92293 -5.79115 4.07176 0.12
H 6.81051 -4.81258 5.21182 0.10
H 9.77805 -6.38826 4.67258 0.12
H 9.01217 -5.09519 5.41722 0.11
N -2.91503 -6.20057 3.58991 0.16
C -2.15152 -6.13946 4.61688 -0.86
N -2.71753 -6.77424 5.59816 0.15
O -1.10464 -5.60580 4.66517 0.09
H -3.58085 -6.93948 3.41442 0.12
H -2.48145 -5.71834 2.81561 0.12
H -3.49801 -7.41382 5.55477 0.11
H -2.33091 -6.81963 6.53014 0.12
N -4.70905 1.08686 -8.75093 0.15
C -5.47842 1.86546 -8.01456 -0.77
N -4.79511 2.62960 -7.17706 0.15
O -6.69519 1.89546 -8.10403 0.02
H -3.70056 1.14078 -8.76240 0.11
H -5.14633 0.63588 -9.54182 0.12
H -5.20327 3.31464 -6.55721 0.12
H -3.89655 2.19218 -7.03087 0.10